# C43H100Cl10N5O17P3

A 13-piece molecular cluster, C43H100Cl10N5O17P3 overall (ωB97M-V/def2-TZVPD, the Open Molecules 2025 dataset).

Last column: Mulliken charge in e.
Positions of all 178 atoms, in Å:
C: -26.55861 26.28333 10.81817  0.047
O: -26.02626 26.45014 11.93295  -0.582
N: -25.89293 25.49707 9.84099  0.087
C: -26.37491 25.26685 8.46881  -0.857
C: -24.76260 24.61083 10.23469  -0.962
H: -27.54709 26.65650 10.50857  0.351
H: -25.68008 24.75113 7.80599  0.285
H: -26.70309 26.21578 8.04463  0.315
H: -27.32026 24.73398 8.57103  0.327
H: -24.09003 25.06174 10.96438  0.326
H: -25.14901 23.69759 10.68723  0.307
H: -24.07184 24.48999 9.40023  0.355
C: -34.27631 25.81547 13.59514  0.048
O: -33.35359 25.12056 13.59327  -0.516
N: -34.38198 26.85265 14.38508  0.076
C: -35.56611 27.74640 14.26276  -0.996
C: -33.40188 27.13495 15.38438  -0.863
H: -35.05091 25.65978 12.82833  0.331
H: -36.38522 27.09497 13.95811  0.379
H: -35.47896 28.56690 13.55053  0.248
H: -35.85516 28.00831 15.28058  0.385
H: -33.76591 27.90195 16.06797  0.327
H: -33.09206 26.20459 15.86037  0.298
H: -32.52485 27.63702 14.97589  0.284
C: -15.77533 21.29230 15.14662  0.146
O: -15.67356 22.54573 15.07594  -0.636
N: -16.68970 20.58447 14.55784  0.106
C: -16.70658 19.16283 14.41309  -0.904
C: -17.88464 21.19208 14.05848  -1.008
H: -15.03250 20.74464 15.74702  0.324
H: -17.51929 18.78516 15.03353  0.319
H: -15.76624 18.63001 14.55441  0.333
H: -16.90889 18.92294 13.36923  0.319
H: -17.95557 22.25648 14.28235  0.334
H: -17.86485 21.27393 12.97173  0.337
H: -18.79999 20.73232 14.43111  0.330
C: -16.79869 18.80092 4.25575  0.198
O: -17.03834 18.57896 5.41290  -0.553
N: -17.52085 19.43367 3.31737  0.067
C: -16.96475 19.69917 2.03382  -0.894
C: -18.71436 20.20732 3.65827  -0.894
H: -15.93717 18.36159 3.72946  0.211
H: -17.69285 19.56786 1.23336  0.320
H: -16.18876 18.94988 1.87732  0.311
H: -16.64814 20.74033 1.97167  0.321
H: -18.59456 21.19578 3.21473  0.316
H: -19.63115 19.74526 3.29210  0.273
H: -18.88788 20.35933 4.72358  0.322
C: -32.72106 17.29995 5.38478  0.223
O: -32.07621 16.24996 5.25710  -0.600
N: -32.37727 18.33114 6.20885  0.101
C: -33.28508 19.42381 6.34274  -0.905
C: -31.20126 18.43037 7.00554  -0.919
H: -33.67352 17.47190 4.85993  0.262
H: -34.15199 19.25086 5.70503  0.275
H: -32.81844 20.36702 6.05866  0.305
H: -33.66077 19.48785 7.36395  0.325
H: -30.49243 17.65789 6.70734  0.305
H: -30.67941 19.38023 6.88917  0.308
H: -31.47875 18.29673 8.05112  0.320
Cl: -21.06011 29.65326 6.91550  -0.166
C: -22.00313 30.81035 6.01149  -0.348
C: -21.99816 32.17663 6.65986  -0.495
Cl: -22.65414 32.21107 8.30671  -0.179
H: -22.99683 30.38349 5.87564  0.309
H: -21.55343 31.04394 5.04646  0.257
H: -22.49690 32.92298 6.04152  0.316
H: -20.96468 32.50882 6.75821  0.304
Cl: -28.65231 17.31136 14.47652  -0.199
C: -27.25212 18.30963 15.00297  -0.419
C: -27.60109 19.66486 15.50418  -0.365
Cl: -26.29966 20.34673 16.55604  -0.203
H: -26.50965 18.28020 14.20548  0.320
H: -26.76311 17.75879 15.80643  0.286
H: -28.53344 19.68096 16.06861  0.324
H: -27.56510 20.32619 14.63846  0.255
Cl: -23.70985 14.27739 6.14416  -0.158
C: -22.11063 14.73430 6.68381  -0.450
C: -22.05925 15.44089 8.04641  -0.401
Cl: -23.10595 16.83264 7.95661  -0.178
H: -21.64209 15.42854 5.98623  0.297
H: -21.51862 13.81908 6.68209  0.299
H: -21.04742 15.67593 8.37666  0.308
H: -22.43780 14.80624 8.84767  0.283
Cl: -26.00962 26.27320 -0.12111  -0.208
C: -27.07623 27.61081 0.52326  -0.446
C: -28.51583 27.32191 0.21724  -0.372
Cl: -29.49800 28.58047 0.91256  -0.187
H: -26.74623 28.55550 0.09108  0.328
H: -26.97449 27.60457 1.60848  0.304
H: -28.81961 26.39014 0.69432  0.277
H: -28.74970 27.39071 -0.84515  0.305
Cl: -28.13284 28.43747 20.31763  -0.171
C: -26.72257 27.40842 20.62205  -0.430
C: -27.19441 26.24549 21.52964  -0.443
Cl: -27.53288 26.94273 23.12358  -0.172
H: -25.97311 27.97501 21.17466  0.308
H: -26.28395 27.02192 19.70209  0.303
H: -26.36121 25.57494 21.74002  0.269
H: -28.03543 25.69685 21.10565  0.337
C: -33.45381 33.21042 8.72701  -1.127
C: -34.39989 32.01871 8.51641  -0.240
O: -35.04285 32.19760 7.30824  -0.295
P: -36.32737 31.24560 7.03755  0.826
O: -36.11875 29.81533 7.22347  -0.701
O: -37.35407 31.85777 8.06288  -0.208
C: -37.72505 33.25902 8.04811  0.080
C: -38.46341 33.36656 9.37700  -1.269
O: -37.02427 31.70659 5.64120  -0.382
C: -38.10575 30.92916 5.16424  -0.271
C: -39.50654 31.62860 5.19114  -1.107
H: -33.85893 34.14470 8.33832  0.306
H: -33.31777 33.20111 9.80845  0.349
H: -32.53917 32.91925 8.21052  0.291
H: -33.77104 31.12882 8.48906  0.366
H: -34.99160 31.94321 9.42871  0.271
H: -36.86226 33.92347 8.00114  0.252
H: -38.34385 33.39370 7.16095  0.223
H: -37.77181 33.25489 10.21206  0.293
H: -38.96192 34.31359 9.58370  0.415
H: -39.26145 32.62457 9.40276  0.295
H: -37.88775 30.67339 4.12734  0.372
H: -38.18877 29.98888 5.70930  0.325
H: -39.38799 32.58183 4.67598  0.289
H: -40.18575 31.10107 4.52147  0.399
H: -39.85684 31.84841 6.19965  0.247
C: -19.45386 30.10944 24.68695  -1.109
C: -19.65802 28.89498 23.72410  -0.262
O: -18.50628 28.86047 22.94085  -0.192
P: -18.39037 27.87302 21.69849  0.756
O: -18.82982 26.49591 21.94659  -0.704
O: -19.08004 28.58107 20.39976  -0.313
C: -19.15339 27.88102 19.12461  -0.216
C: -18.60867 28.86840 18.05392  -1.101
O: -16.83677 27.94402 21.37672  -0.212
C: -15.89612 27.34372 22.27886  -0.189
C: -14.49811 27.46452 21.60585  -1.191
H: -19.84820 31.04517 24.29072  0.306
H: -19.93955 29.85200 25.62819  0.331
H: -18.39563 30.26297 24.89834  0.305
H: -19.68729 27.94051 24.24969  0.308
H: -20.54848 28.96332 23.09921  0.328
H: -18.47255 27.02987 19.11602  0.261
H: -20.15984 27.55482 18.86234  0.342
H: -18.18673 28.35267 17.19131  0.328
H: -19.49104 29.38831 17.68082  0.316
H: -17.92916 29.64114 18.41337  0.319
H: -15.96388 27.88574 23.22210  0.269
H: -16.22193 26.30620 22.35315  0.339
H: -14.07886 28.46956 21.65310  0.314
H: -13.72609 26.88646 22.11374  0.363
H: -14.60141 27.24828 20.54253  0.303
C: -28.28881 19.91181 -0.45824  -1.229
C: -29.46960 20.62828 0.02184  -0.148
O: -30.27913 21.04647 -1.09296  -0.223
P: -31.76246 20.59424 -1.54926  0.847
O: -32.14709 19.20399 -1.18976  -0.724
O: -31.73084 21.07593 -3.10437  -0.323
C: -31.38924 20.10384 -4.16738  -0.213
C: -29.90747 19.80942 -4.01871  -0.889
O: -32.68009 21.64467 -0.83049  -0.270
C: -34.05648 21.40209 -0.79473  -0.130
C: -34.78326 22.73538 -0.53757  -1.287
H: -27.58363 20.52401 -1.02038  0.288
H: -27.79708 19.63735 0.47502  0.417
H: -28.37148 18.94068 -0.94629  0.332
H: -29.98836 19.99383 0.74049  0.331
H: -29.08504 21.53518 0.48846  0.246
H: -31.98857 19.20607 -4.01616  0.266
H: -31.64134 20.57563 -5.11711  0.294
H: -29.32519 20.72687 -3.93282  0.277
H: -29.54485 19.32680 -3.11115  0.153
H: -29.56154 19.23910 -4.88079  0.392
H: -34.23618 20.97707 -1.78223  0.330
H: -34.33843 20.72609 0.01251  0.247
H: -34.51144 23.09008 0.45662  0.311
H: -34.47361 23.56546 -1.17251  0.336
H: -35.85585 22.62842 -0.69949  0.370

- multiplicity = 1
- electronic energy (a.u.) = -8877.401674